No. 1
Density functional theory data (the ωB97M-V functional and the def2-TZVPD basis) for C29H29AlClP as an isolated structure in a non-equilibrium geometry.

XYZ file:
```
61
Properties=species:S:1:pos:R:3:nbo_charge:R:1
C 1.15 -0.69 1.92 -0.110
C 0.90 0.67 1.88 -0.270
C -0.52 0.89 1.73 -0.197
H 1.61 1.46 2.08 0.244
C -1.15 -0.35 1.58 -0.355
C -0.12 -1.48 1.84 -0.360
H -0.33 -2.17 2.69 0.266
H 2.09 -1.22 2.04 0.238
H -1.06 1.81 1.94 0.261
H -2.22 -0.59 1.70 0.264
Al -0.23 -0.24 -0.38 1.050
Cl -1.98 0.14 -1.59 -0.606
P -0.42 3.55 -1.26 0.824
C -1.67 4.69 -0.53 -0.238
C -1.38 6.00 -0.08 -0.253
H -0.37 6.40 -0.16 0.228
C -2.41 6.79 0.44 -0.201
H -2.18 7.81 0.78 0.214
C -3.71 6.29 0.54 -0.217
H -4.51 6.92 0.96 0.216
C -3.99 4.99 0.11 -0.212
H -5.01 4.60 0.18 0.217
C -2.98 4.18 -0.41 -0.243
H -3.19 3.16 -0.73 0.232
C 1.13 4.50 -0.93 -0.344
C 1.73 4.31 0.33 -0.218
H 1.26 3.63 1.06 0.206
C 2.90 4.99 0.66 -0.202
H 3.36 4.84 1.64 0.212
C 3.50 5.86 -0.27 -0.216
H 4.42 6.39 -0.01 0.217
C 2.91 6.04 -1.53 -0.225
H 3.37 6.72 -2.25 0.216
C 1.74 5.36 -1.87 -0.157
H 1.29 5.51 -2.85 0.220
C -0.66 3.88 -3.05 -0.236
C -1.46 4.92 -3.56 -0.245
H -1.99 5.60 -2.89 0.226
C -1.57 5.09 -4.95 -0.212
H -2.18 5.91 -5.34 0.215
C -0.90 4.23 -5.83 -0.209
H -0.99 4.37 -6.91 0.216
C -0.11 3.19 -5.32 -0.211
H 0.42 2.52 -6.00 0.217
C 0.00 3.00 -3.94 -0.229
H 0.59 2.18 -3.54 0.225
C 1.81 -5.27 0.57 -0.588
C 0.46 -4.69 0.99 -0.186
C -0.73 -5.50 0.46 -0.586
C 0.38 -4.71 2.53 -0.605
C 0.31 -3.36 0.38 0.169
C -0.05 -2.16 0.50 -0.546
H 1.90 -6.33 0.88 0.204
H 2.60 -4.68 1.05 0.206
H 1.91 -5.18 -0.51 0.220
H -0.66 -6.55 0.77 0.202
H -1.66 -5.08 0.86 0.210
H -0.77 -5.43 -0.63 0.220
H 1.19 -4.15 3.01 0.205
H -0.58 -4.34 2.92 0.205
H 0.47 -5.76 2.84 0.214
```

Calculated values
Orbital gap (spin up / spin down), eV: 6.1 / 5.3
Relative energy (zero: lowest compared OMol25 entry of this formula, charge and spin), kcal per mole: 0.0
Lowest unoccupied orbital energy (spin up / spin down), eV: -0.494 / -0.588
HOMO level (spin up / spin down), eV: -6.62 / -5.92



No. 2
Density functional theory data (the ωB97M-V functional and the def2-TZVPD basis) for C29H29AlN10O3PSTe as an isolated structure.

XYZ file:
```
75
Properties=species:S:1:pos:R:3:lowdin_charge:R:1
Al 0.51 -0.39 1.52 0.157
C -0.94 4.60 0.24 -0.069
N -0.47 3.24 0.06 -0.115
C 0.80 3.01 -0.49 -0.099
C 1.29 1.87 -0.02 -0.160
N 0.39 1.28 0.89 0.017
C -0.79 2.16 1.02 -0.469
P -3.17 0.41 1.82 1.028
C -2.02 -0.40 2.95 -0.519
N -0.69 -0.63 2.98 0.017
C -0.39 -1.31 4.17 -0.093
C -1.53 -1.50 4.84 -0.050
N -2.54 -0.93 4.09 -0.140
C -3.94 -0.87 4.46 -0.063
C -1.68 -0.88 -0.36 -0.428
N -0.74 -1.46 0.37 0.051
C -1.03 -2.81 0.38 -0.070
C -2.14 -3.02 -0.38 -0.016
N -2.53 -1.80 -0.85 -0.029
C -3.77 -1.50 -1.56 0.033
H -0.15 5.26 0.62 0.087
H -1.32 5.00 -0.70 0.079
H -1.75 4.60 0.97 0.076
H 1.24 3.71 -1.18 0.115
H 2.23 1.40 -0.27 0.091
H 0.61 -1.58 4.43 0.103
H -1.72 -1.98 5.79 0.122
H -4.05 -1.21 5.49 0.091
H -4.30 0.15 4.38 0.069
H -4.54 -1.51 3.81 0.086
H -0.44 -3.52 0.92 0.124
H -2.66 -3.93 -0.63 0.133
H -4.02 -2.35 -2.19 0.103
H -4.56 -1.32 -0.83 0.095
H -3.64 -0.63 -2.18 0.090
Te 0.76 -1.01 -2.38 1.647
C 1.77 -0.24 -3.98 -0.918
C 1.90 -0.76 -5.24 -0.211
C 2.68 0.07 -6.09 -0.171
C 3.12 1.19 -5.44 -0.399
S 2.59 1.25 -3.83 0.963
H 1.45 -1.69 -5.55 0.106
H 2.90 -0.16 -7.12 0.109
H 3.73 1.99 -5.85 0.074
O 2.07 -0.77 2.70 0.123
C 2.71 -1.31 1.78 -0.312
N 2.11 -1.24 0.57 0.154
C 2.89 -1.92 -0.33 -0.366
O 2.68 -2.05 -1.53 -0.139
C 4.10 -2.45 0.39 -0.074
C 5.16 -3.19 -0.05 0.027
C 6.14 -3.53 0.90 -0.032
C 6.03 -3.13 2.22 -0.036
C 4.94 -2.37 2.66 0.028
C 3.99 -2.05 1.72 -0.074
H 5.24 -3.50 -1.08 0.130
H 6.99 -4.12 0.59 0.116
H 6.80 -3.41 2.92 0.116
H 4.85 -2.05 3.69 0.130
C -1.97 2.66 -3.51 0.015
N -2.20 2.09 -2.19 -0.027
C -3.08 2.70 -1.28 -0.051
C -3.11 2.37 0.00 -0.105
C -2.12 1.39 0.56 -0.463
N -1.77 0.49 -0.60 0.096
C -1.63 0.92 -1.88 -0.471
O -1.11 0.21 -2.79 -0.224
N -1.05 2.70 2.31 0.123
H -2.51 3.60 -3.57 0.095
H -2.31 1.98 -4.30 0.098
H -0.90 2.86 -3.65 0.098
H -3.74 3.44 -1.72 0.130
H -3.82 2.83 0.68 0.104
H -1.58 2.08 2.91 0.037
H -0.19 2.99 2.76 0.106
```

Calculated values
Orbital gap, eV: 5.1
Relative energy (zero: lowest compared OMol25 entry of this formula, charge and spin), kcal per mole: 60.8
Charge: +1
Lowest unoccupied orbital energy, eV: -3.596
HOMO level, eV: -8.65



No. 3
Density functional theory data (the ωB97M-V functional and the def2-TZVPD basis) for C29H29As2F5N3O4RuS2 as an isolated structure in a non-equilibrium geometry.

XYZ file:
```
75
Properties=species:S:1:pos:R:3:lowdin_charge:R:1
Ru -0.04 -0.36 -0.78 1.109
O 2.00 -2.75 -3.62 0.053
C 1.21 -2.03 -3.01 -0.497
N 1.05 -1.98 -1.68 -0.104
C 1.87 -2.87 -0.91 -0.183
C 1.34 -2.97 0.49 -0.293
C 1.95 -3.76 1.46 -0.017
C 1.42 -3.80 2.73 -0.059
C 0.29 -3.04 3.02 -0.053
C -0.26 -2.29 2.00 -0.168
N 0.25 -2.25 0.77 -0.014
C 0.24 -1.15 -3.77 -0.201
C 0.25 -1.10 -5.15 0.015
C -0.69 -0.31 -5.78 -0.036
C -1.62 0.38 -5.01 -0.041
C -1.57 0.27 -3.64 -0.160
N -0.64 -0.48 -3.03 -0.066
H 2.92 -2.54 -0.88 0.124
H 1.89 -3.87 -1.36 0.135
H 2.82 -4.34 1.19 0.122
H 1.88 -4.41 3.50 0.112
H -0.17 -3.05 4.00 0.111
H -1.16 -1.70 2.16 0.090
H 0.99 -1.67 -5.68 0.123
H -0.70 -0.23 -6.86 0.112
H -2.38 1.00 -5.47 0.110
H -2.28 0.76 -3.00 0.104
C -2.37 2.51 0.34 -0.262
As -0.92 1.38 0.93 1.084
C -1.44 1.08 2.77 -0.273
C 0.57 2.61 1.24 -0.409
C 0.31 3.95 1.49 -0.097
C 1.35 4.83 1.76 -0.073
C 2.65 4.36 1.80 -0.078
C 2.91 3.03 1.54 -0.119
C 1.89 2.14 1.23 -0.416
As 2.25 0.24 0.89 1.150
C 2.63 -0.13 2.77 -0.271
C 4.07 0.18 0.22 -0.267
H -2.05 3.07 -0.53 0.030
H -2.68 3.18 1.15 0.034
H -3.20 1.86 0.06 0.017
H -1.52 2.05 3.27 0.035
H -0.71 0.47 3.28 0.009
H -2.41 0.58 2.79 0.029
H -0.71 4.33 1.46 0.096
H 1.14 5.88 1.94 0.107
H 3.47 5.04 2.03 0.107
H 3.94 2.68 1.56 0.091
H 3.41 0.55 3.11 0.030
H 2.96 -1.16 2.89 0.018
H 1.74 0.03 3.37 0.017
H 4.67 0.99 0.60 0.019
H 4.04 0.21 -0.87 0.019
H 4.49 -0.77 0.55 0.031
C 2.18 3.41 -2.17 -0.127
S 1.21 1.98 -2.50 0.401
O 1.00 1.96 -3.92 -0.297
O -0.03 2.11 -1.69 -0.468
O 1.96 0.82 -1.96 -0.454
H 3.10 3.31 -2.74 0.073
H 2.38 3.48 -1.10 0.041
H 1.61 4.27 -2.51 0.073
F -6.60 -2.66 2.89 0.126
C -5.61 -2.42 2.03 -0.145
C -4.50 -3.24 1.98 -0.147
F -4.42 -4.29 2.81 0.119
C -3.49 -2.98 1.09 -0.256
F -2.45 -3.82 1.08 0.079
C -3.53 -1.91 0.20 -0.538
S -2.32 -1.66 -1.06 0.654
C -4.65 -1.09 0.29 -0.254
F -4.77 -0.01 -0.50 0.067
C -5.68 -1.34 1.18 -0.150
F -6.75 -0.53 1.22 0.119
```

Calculated values
Orbital gap (spin up / spin down), eV: 7.4 / 6.5
Relative energy (zero: lowest compared OMol25 entry of this formula, charge and spin), kcal per mole: 3.1
Multiplicity: 6
Lowest unoccupied orbital energy (spin up / spin down), eV: 0.279 / -1.463
HOMO level (spin up / spin down), eV: -7.17 / -8.00



Number 1: E -58948.228 eV. Number 2: E -85600.069 eV. Number 3: E -202719.255 eV.